{"formula": "C10H16", "method": "ωB97M-V/def2-TZVPD", "elements": ["C", "C", "C", "H", "H", "H", "H", "H", "H", "H", "H", "C", "C", "C", "C", "C", "C", "C", "H", "H", "H", "H", "H", "H", "H", "H"], "xyz": [[0.346, -2.498, 1.316], [1.595, -1.768, 0.876], [0.455, -4.039, 1.249], [0.077, -2.170, 2.319], [-0.464, -2.254, 0.633], [1.469, -0.688, 0.990], [0.399, -4.443, 2.266], [-0.266, -4.555, 0.614], [1.866, -1.940, -0.161], [2.465, -1.908, 1.531], [1.439, -4.350, 0.904], [-1.639, 0.414, 0.268], [-0.746, 3.888, -1.042], [0.374, 3.603, -1.837], [-1.443, 2.811, -0.414], [-0.928, 1.520, -0.451], [0.822, 2.308, -2.007], [0.271, 1.285, -1.143], [-1.132, 4.900, -1.045], [0.758, 4.426, -2.441], [-2.398, 2.959, 0.088], [1.409, 1.987, -2.861], [-2.093, 0.732, 1.215], [-0.956, -0.374, 0.602], [0.693, 0.288, -1.133], [-2.375, -0.133, -0.334]], "lowdin_charge": [-0.319, -0.144, -0.123, 0.100, 0.075, 0.056, 0.057, 0.059, 0.071, 0.067, 0.054, -0.093, -0.202, -0.222, -0.157, -0.370, -0.196, -0.142, 0.046, 0.066, 0.066, 0.050, 0.067, 0.019, 0.045, 0.068], "spin_multiplicity": 2, "e_above_lowest_kj_mol": 51.9, "orbital_gap_ev": [2.396, 6.559], "s_squared": 0.761, "total_charge": -1, "lumo_energy_ev": [3.3, 3.3]}

***

{"formula": "C20H20N2O6", "method": "ωB97M-V/def2-TZVPD", "elements": ["C", "C", "H", "H", "O", "C", "O", "C", "H", "O", "N", "C", "C", "C", "C", "C", "C", "N", "C", "C", "O", "C", "C", "C", "C", "C", "C", "H", "H", "O", "C", "C", "H", "H", "H", "H", "H", "H", "H", "O", "H", "H", "H", "H", "H", "H", "H", "H"], "xyz": [[-5.249, 0.275, -0.402], [-4.141, -0.279, -1.283], [-4.538, -0.955, -2.043], [-3.388, -0.802, -0.686], [-3.480, 0.748, -2.033], [-2.613, 1.505, -1.395], [-2.414, 1.523, -0.207], [-1.860, 2.421, -2.370], [-1.650, 3.375, -1.869], [-0.654, 1.824, -2.831], [0.216, 1.486, -1.804], [1.240, 2.343, -1.497], [1.450, 3.535, -2.194], [2.504, 4.354, -1.855], [3.371, 4.007, -0.823], [3.178, 2.832, -0.133], [2.115, 1.993, -0.462], [1.918, 0.808, 0.270], [0.898, 0.012, -0.040], [0.000, 0.281, -1.148], [-0.887, -0.462, -1.520], [0.633, -1.188, 0.759], [1.650, -2.062, 1.129], [1.380, -3.192, 1.876], [0.077, -3.470, 2.281], [-0.945, -2.587, 1.917], [-0.674, -1.468, 1.167], [-1.467, -0.782, 0.914], [-1.949, -2.808, 2.244], [-0.317, -4.550, 3.003], [0.646, -5.449, 3.516], [1.371, -4.895, 4.739], [1.923, -3.993, 4.489], [0.650, -4.651, 5.515], [2.064, -5.639, 5.123], [1.361, -5.739, 2.735], [0.067, -6.333, 3.796], [2.198, -3.846, 2.132], [2.666, -1.863, 0.827], [2.712, 0.564, 1.209], [3.826, 2.525, 0.674], [4.193, 4.655, -0.567], [2.658, 5.273, -2.401], [0.786, 3.792, -3.004], [-2.446, 2.570, -3.277], [-5.760, -0.546, 0.092], [-5.967, 0.830, -1.001], [-4.833, 0.936, 0.354]], "lowdin_charge": [-0.060, -0.195, 0.128, 0.113, 0.015, -0.496, 0.116, -0.046, 0.139, -0.018, 0.037, -0.105, 0.002, -0.068, -0.073, 0.013, -0.081, -0.126, -0.014, -0.333, 0.110, -0.151, -0.007, -0.010, -0.262, 0.014, -0.003, 0.106, 0.119, -0.048, -0.248, -0.064, 0.068, 0.079, 0.076, 0.115, 0.122, 0.105, 0.117, -0.010, 0.118, 0.105, 0.108, 0.117, 0.142, 0.078, 0.079, 0.072], "spin_multiplicity": 1, "e_above_lowest_kj_mol": 520.8, "orbital_gap_ev": 7.566, "lumo_energy_ev": -0.4}

***

{"formula": "C12H34N2O6", "method": "ωB97M-V/def2-TZVPD", "elements": ["C", "O", "C", "C", "N", "C", "C", "O", "C", "H", "H", "H", "H", "H", "H", "H", "H", "H", "H", "H", "H", "H", "H", "H", "C", "O", "C", "C", "N", "C", "C", "O", "C", "H", "H", "H", "H", "H", "H", "H", "H", "H", "H", "H", "H", "H", "H", "H", "O", "H", "H", "O", "H", "H"], "xyz": [[4.123, 2.919, 1.661], [3.295, 1.812, 1.921], [1.977, 2.298, 2.500], [1.161, 1.041, 3.075], [0.479, 0.175, 2.030], [-0.399, -0.703, 2.766], [-0.694, -1.949, 1.912], [0.457, -2.683, 1.620], [0.164, -3.643, 0.561], [4.385, 3.493, 2.550], [3.581, 3.490, 0.907], [5.127, 2.532, 1.490], [1.447, 2.831, 1.711], [2.085, 3.004, 3.323], [0.288, 1.375, 3.636], [1.879, 0.485, 3.678], [1.275, -0.188, 1.526], [-1.335, -0.177, 2.954], [-0.011, -1.063, 3.718], [-1.126, -1.583, 0.981], [-1.489, -2.508, 2.405], [1.089, -4.203, 0.424], [0.159, -3.118, -0.394], [-0.558, -4.451, 0.685], [2.133, 0.879, -4.682], [1.914, 1.018, -3.287], [1.292, -0.148, -2.667], [0.769, 0.023, -1.199], [0.061, 1.254, -0.845], [-1.070, 1.492, -1.754], [-2.194, 0.425, -1.393], [-2.574, 0.338, -0.070], [-2.973, 1.520, 0.508], [1.305, 0.843, -5.391], [2.885, 0.101, -4.807], [2.626, 1.814, -4.948], [2.061, -0.919, -2.629], [0.549, -0.642, -3.294], [1.730, 0.003, -0.686], [0.352, -0.900, -0.795], [-0.371, 0.975, 0.024], [-0.803, 1.510, -2.810], [-1.493, 2.496, -1.726], [-1.853, -0.533, -1.785], [-3.067, 0.684, -1.992], [-2.160, 2.243, 0.443], [-3.322, 1.161, 1.476], [-3.811, 1.787, -0.137], [-4.284, -1.354, 0.568], [-4.006, -1.948, -0.128], [-3.569, -0.722, 0.644], [-2.598, -3.931, -1.157], [-2.435, -3.785, -2.089], [-2.455, -4.869, -1.032]], "lowdin_charge": [-0.136, -0.220, -0.133, -0.142, -0.068, -0.205, -0.248, -0.162, -0.079, 0.085, 0.089, 0.093, 0.098, 0.112, 0.111, 0.122, 0.091, 0.120, 0.126, 0.088, 0.135, 0.087, 0.065, 0.091, -0.098, -0.182, -0.171, -0.113, 0.217, -0.084, -0.147, -0.261, -0.046, 0.093, 0.096, 0.095, 0.129, 0.119, 0.143, 0.126, 0.093, 0.133, 0.137, 0.135, 0.151, 0.098, 0.123, 0.119, -0.040, 0.014, -0.037, -0.042, 0.036, 0.044], "spin_multiplicity": 2, "e_above_lowest_kj_mol": 164.0, "orbital_gap_ev": [9.918, 4.624], "s_squared": 0.754, "total_charge": 1, "lumo_energy_ev": [-2.5, -7.8]}

***

{"formula": "C31H53CdNO2Si2", "method": "ωB97M-V/def2-TZVPD", "elements": ["O", "O", "C", "C", "H", "H", "H", "H", "H", "C", "C", "H", "H", "H", "H", "H", "C", "C", "C", "H", "H", "H", "H", "H", "C", "H", "H", "H", "H", "H", "H", "Cd", "C", "Si", "H", "H", "C", "C", "C", "C", "Si", "H", "H", "C", "C", "C", "H", "H", "H", "H", "H", "H", "H", "H", "H", "H", "H", "H", "H", "H", "H", "H", "H", "H", "C", "C", "C", "C", "C", "C", "C", "C", "C", "C", "C", "C", "C", "C", "C", "N", "H", "H", "H", "H", "H", "H", "H", "H", "H", "H"], "xyz": [[-2.083, -1.964, -1.952], [0.778, 1.601, -5.309], [-0.894, -2.776, -2.066], [-1.163, -4.267, -2.104], [-0.245, -2.566, -1.189], [-0.334, -2.507, -2.979], [-1.297, -4.697, -1.109], [-0.277, -4.756, -2.517], [-2.014, -4.549, -2.730], [-1.971, -0.769, -2.749], [-1.849, -0.952, -4.258], [-1.087, -0.208, -2.380], [-2.862, -0.175, -2.515], [-0.879, -0.594, -4.619], [-2.592, -0.328, -4.768], [-1.988, -1.978, -4.611], [0.379, 2.561, -4.341], [2.149, 1.251, -5.201], [-1.056, 2.977, -4.597], [1.051, 3.432, -4.404], [0.455, 2.169, -3.309], [-1.179, 3.327, -5.624], [-1.311, 3.784, -3.910], [-1.760, 2.154, -4.431], [2.599, 0.524, -6.449], [2.337, 0.602, -4.326], [2.738, 2.169, -5.060], [1.961, -0.329, -6.681], [3.618, 0.173, -6.303], [2.578, 1.208, -7.296], [2.492, -0.643, -0.424], [-1.157, -0.404, 1.034], [3.436, -0.675, -0.927], [4.363, 0.587, 0.117], [3.800, -1.705, -0.842], [3.292, -0.403, -1.985], [6.165, 0.267, -0.280], [3.891, 0.292, 1.930], [3.766, 2.282, -0.376], [-2.867, -1.704, 1.112], [-4.232, -0.416, 0.972], [-2.906, -2.261, 2.067], [-2.837, -2.442, 0.289], [-5.697, -1.172, 0.060], [-3.722, 1.107, -0.023], [-4.602, 0.221, 2.702], [3.353, 2.310, -1.391], [4.597, 2.995, -0.334], [2.990, 2.646, 0.306], [6.412, -0.796, -0.123], [6.809, 0.883, 0.362], [6.371, 0.520, -1.331], [3.840, -0.776, 2.181], [2.912, 0.731, 2.189], [4.647, 0.756, 2.583], [-4.564, 1.396, -0.671], [-2.855, 0.947, -0.680], [-3.490, 1.952, 0.636], [-5.472, 0.893, 2.679], [-3.750, 0.781, 3.121], [-4.827, -0.613, 3.381], [-6.621, -0.602, 0.230], [-5.860, -2.209, 0.387], [-5.497, -1.188, -1.023], [-0.918, 4.054, 1.824], [-1.079, 4.126, 3.207], [-0.999, 2.952, 3.954], [-0.789, 1.701, 3.314], [-0.825, 1.628, 1.918], [-0.773, 2.795, 1.175], [-0.428, 0.484, 4.067], [-0.255, 0.472, 5.475], [0.265, -0.650, 6.096], [0.688, -1.753, 5.321], [1.347, -2.883, 5.862], [1.849, -3.878, 5.034], [1.710, -3.774, 3.634], [1.033, -2.703, 3.074], [0.487, -1.688, 3.895], [-0.162, -0.619, 3.338], [-0.907, 4.968, 1.231], [-1.248, 5.085, 3.702], [-1.088, 3.000, 5.033], [-0.639, 2.773, 0.090], [-0.521, 1.351, 6.051], [0.396, -0.691, 7.178], [1.468, -2.938, 6.944], [2.362, -4.737, 5.464], [2.134, -4.542, 2.988], [0.908, -2.606, 1.990]], "lowdin_charge": [-0.215, -0.168, -0.285, -0.076, 0.098, 0.110, 0.071, 0.074, 0.080, -0.277, -0.075, 0.107, 0.100, 0.063, 0.073, 0.082, -0.293, -0.295, -0.069, 0.117, 0.115, 0.080, 0.076, 0.062, -0.075, 0.110, 0.116, 0.076, 0.074, 0.076, -0.009, 1.295, -0.189, 0.449, 0.034, 0.021, -0.199, -0.179, -0.178, -0.413, 0.343, -0.031, -0.049, -0.197, -0.225, -0.193, 0.022, 0.029, 0.026, 0.033, 0.024, 0.034, 0.024, 0.025, 0.028, 0.032, -0.019, 0.018, 0.030, 0.018, 0.028, 0.024, 0.027, 0.027, -0.091, -0.097, -0.041, -0.243, -0.234, -0.170, -0.227, 0.004, 0.002, -0.161, -0.034, -0.082, -0.078, -0.031, -0.216, 0.062, 0.095, 0.101, 0.092, 0.077, 0.099, 0.119, 0.113, 0.102, 0.104, 0.093], "spin_multiplicity": 1, "orbital_gap_ev": 7.525, "lumo_energy_ev": -0.3}

***

{"formula": "C21H18N8O", "method": "ωB97M-V/def2-TZVPD", "elements": ["N", "N", "N", "N", "N", "O", "C", "C", "C", "C", "C", "C", "C", "C", "C", "C", "C", "C", "C", "C", "C", "C", "C", "C", "C", "N", "N", "N", "C", "C", "H", "H", "H", "H", "H", "H", "H", "H", "H", "H", "H", "H", "H", "H", "H", "H", "H", "H"], "xyz": [[-3.634, -0.677, 2.088], [-0.013, 0.855, 6.431], [4.961, 1.887, -5.807], [3.880, 0.130, -4.880], [1.671, -0.487, 1.907], [-1.044, 1.554, 7.088], [-2.600, -0.527, 2.838], [-0.500, 0.455, 5.270], [4.476, 2.242, -4.711], [4.525, 0.531, -5.892], [-2.185, 1.332, 6.312], [-1.941, 0.686, 5.178], [-2.829, 0.310, 4.032], [-4.125, 0.590, 3.768], [1.623, -1.404, 2.914], [1.117, 0.668, 1.900], [0.839, -1.164, 4.077], [0.400, 1.101, 3.071], [2.103, 0.195, -2.355], [3.656, 1.877, -1.826], [1.461, 0.356, -1.133], [3.102, 2.030, -0.577], [0.290, 0.157, 4.116], [3.093, 1.108, -2.813], [1.952, 1.408, -0.294], [3.767, 1.230, -4.105], [1.537, 1.667, 0.995], [-4.627, -0.094, 2.690], [4.753, -0.142, -7.122], [-6.018, -0.256, 2.260], [-1.688, -0.984, 2.431], [4.465, 3.319, -4.349], [-3.113, 1.612, 6.672], [-4.712, 1.226, 4.514], [2.050, -2.392, 2.840], [0.692, -2.034, 4.840], [0.038, 2.186, 3.006], [1.801, -0.674, -3.086], [4.421, 2.572, -1.934], [0.651, -0.282, -0.807], [3.580, 2.749, 0.116], [2.142, 2.444, 1.498], [5.611, -0.692, -7.228], [4.859, 0.625, -7.957], [3.848, -0.753, -7.144], [-6.257, 0.243, 1.315], [-6.647, -0.027, 3.140], [-6.031, -1.357, 2.113]], "lowdin_charge": [0.054, 0.144, 0.128, 0.152, 0.122, -0.027, -0.110, -0.240, -0.193, -0.442, -0.040, -0.096, -0.111, -0.063, -0.091, -0.342, 0.006, 0.070, -0.020, -0.044, -0.003, -0.056, -0.198, -0.162, -0.288, -0.054, 0.058, -0.218, -0.039, -0.003, 0.109, 0.151, 0.109, 0.151, 0.096, 0.152, 0.153, 0.144, 0.089, 0.108, 0.129, 0.191, 0.044, 0.113, 0.090, 0.086, 0.094, 0.095], "spin_multiplicity": 1, "e_above_lowest_kj_mol": 71.5, "orbital_gap_ev": 8.304, "lumo_energy_ev": 0.4}

***

{"formula": "C6H12", "method": "ωB97M-V/def2-TZVPD", "elements": ["C", "C", "C", "C", "C", "C", "H", "H", "H", "H", "H", "H", "H", "H", "H", "H", "H", "H"], "xyz": [[1.340, -0.889, -0.540], [0.790, 0.509, -0.206], [-0.155, 1.000, -1.305], [-1.436, 0.450, -0.699], [-0.263, 0.562, 0.903], [-0.321, -0.579, 1.884], [1.905, -1.327, 0.291], [0.546, -1.597, -0.809], [2.021, -0.823, -1.399], [1.653, 1.167, -0.029], [-0.176, 2.095, -1.319], [0.065, 0.641, -2.313], [-1.622, -0.611, -0.787], [-2.363, 1.022, -0.909], [-1.241, 1.073, 0.608], [-0.301, -1.577, 1.422], [0.573, -0.526, 2.528], [-1.187, -0.510, 2.548]], "lowdin_charge": [-0.087, -0.390, -0.206, -0.080, -0.166, -0.121, 0.074, 0.075, 0.077, 0.126, 0.114, 0.106, 0.082, 0.099, 0.075, 0.066, 0.085, 0.070], "spin_multiplicity": 1, "e_above_lowest_kj_mol": 394.9, "orbital_gap_ev": 8.661, "lumo_energy_ev": 1.1}

***

Quick rundown of E_tot, same order as above: -10627.7729 -36326.7441 -28247.1445 -58911.1799 -36031.6607 -6412.8480 eV